Here is a molecular structure, H22KrO11 from the Open Molecules 2025 dataset. Energies are from the ωB97M-V functional and the def2-TZVPD basis.

Output
Kohn-Sham gap ... 10.373 eV
Relative energy (zero: lowest compared OMol25 entry of this formula, charge and spin) ... 0.7923 eV

Structure (XYZ):
```
34
Properties=species:S:1:pos:R:3:forces:R:3
Kr 0.122 -0.074 -0.721 -0.033 -0.017 -0.058
O -2.432 2.977 -0.484 0.309 -0.267 -0.143
H -3.226 3.033 -1.015 -0.296 -0.036 -0.091
H -1.995 3.818 -0.617 0.073 0.392 0.234
O 2.591 -2.495 0.182 0.059 -0.063 0.342
H 2.449 -3.431 0.322 -0.075 -0.324 -0.056
H 2.848 -2.426 -0.738 -0.121 0.124 -0.404
O 0.664 2.594 1.727 0.085 0.456 0.078
H 0.660 2.031 0.953 0.221 -0.128 -0.201
H 0.117 2.132 2.363 -0.330 -0.239 0.240
O -1.723 -1.363 -4.163 0.309 -0.010 0.053
H -2.186 -1.569 -4.975 -0.091 -0.043 -0.245
H -2.388 -1.446 -3.480 -0.176 0.019 0.240
O -3.642 -0.174 2.089 -0.544 0.021 -0.313
H -2.744 0.041 1.837 0.294 0.082 0.165
H -3.554 -0.626 2.928 0.180 -0.082 0.138
O 2.580 2.766 -0.426 0.590 -0.384 0.059
H 1.858 3.027 -0.998 -0.408 0.217 -0.290
H 2.551 3.392 0.297 -0.045 0.053 0.299
O -0.892 -2.765 1.596 -0.211 -0.179 0.092
H -0.057 -2.330 1.770 0.293 0.163 0.239
H -0.952 -2.797 0.642 -0.072 -0.011 -0.250
O 1.570 -3.519 -2.597 0.208 0.005 0.290
H 0.754 -3.206 -2.986 -0.292 0.223 -0.092
H 1.948 -4.094 -3.262 0.130 -0.157 -0.165
O 1.686 -1.032 2.294 -0.701 0.257 0.534
H 1.816 -1.588 1.526 0.533 -0.098 -0.768
H 2.420 -1.245 2.871 0.142 0.033 0.172
O -0.854 0.250 3.197 -0.438 0.423 -0.059
H -0.459 0.317 4.066 0.082 -0.025 0.217
H -0.211 -0.231 2.677 0.541 -0.310 -0.108
O 0.451 3.541 -2.039 0.017 0.245 -0.053
H -0.424 3.184 -1.891 -0.360 -0.318 0.204
H 0.656 3.305 -2.944 0.125 -0.022 -0.304
```
Positions in Å, forces in eV/Å.